No. 1
C12H25FN2O5S | the ωB97M-V functional and the def2-TZVPD basis

Charge: 0
Molecular weight: 328.4 g mol⁻¹
SMILES: [H]/N=C(/C)CN(COCC)S(=O)(=O)F.CC(C)=O.CC(C)=O
HOMO level: -9.56 eV
Frontier orbital gap: 9.6 eV
Energy: -1455.89808 Eh
2S+1: 1

```
46
C12H25FN2O5S (the ωB97M-V functional and the def2-TZVPD basis)
H 3.777 1.561 0.804
N 3.804 0.795 1.491
C 3.373 -0.251 0.891
C 3.355 -1.590 1.714
C 2.904 -0.328 -0.603
N 1.990 0.774 -1.000
C 2.468 1.568 -2.146
O 2.838 2.894 -1.734
C 1.895 3.847 -2.279
C 2.286 5.284 -1.751
S 0.409 0.203 -1.243
O 0.337 -0.901 -2.242
O -0.504 1.270 -1.726
F -0.080 -0.337 0.231
H 2.752 -2.386 1.213
H 2.968 -1.425 2.744
H 4.399 -1.987 1.815
H 3.776 -0.459 -1.292
H 2.322 -1.288 -0.696
H 3.357 1.145 -2.663
H 1.680 1.708 -2.935
H 0.854 3.598 -1.933
H 1.891 3.820 -3.401
H 2.985 5.180 -0.885
H 2.840 5.832 -2.557
H 1.357 5.825 -1.461
C -2.988 1.070 0.712
C -4.435 0.929 0.323
C -4.882 -0.410 -0.206
O -5.210 1.854 0.429
H -2.807 2.082 1.073
H -2.747 0.364 1.511
H -2.352 0.889 -0.155
H -4.724 -1.182 0.550
H -4.327 -0.656 -1.114
H -5.944 -0.367 -0.446
C -2.023 -3.979 3.190
C -1.432 -4.199 1.822
C -2.187 -3.640 0.644
O -0.391 -4.800 1.675
H -1.376 -4.433 3.940
H -2.101 -2.910 3.394
H -3.009 -4.445 3.249
H -2.270 -2.555 0.737
H -3.179 -4.092 0.590
H -1.647 -3.872 -0.274
```


No. 2
C12H25N2O3PS5Tl | the ωB97M-V functional and the def2-TZVPD basis

Charge: -1
Molecular weight: 641.0 g mol⁻¹
HOMO level: -4.18 eV
Frontier orbital gap: 6.7 eV
Energy: -3312.47744 Eh
2S+1: 1

```
49
C12H25N2O3PS5Tl (the ωB97M-V functional and the def2-TZVPD basis)
Tl -0.296 0.493 -1.211
S -1.488 -1.865 0.134
C -0.114 -2.852 0.200
N 0.324 -3.258 1.390
C 1.425 -4.173 1.573
C 2.371 -4.095 0.382
C 1.585 -4.221 -0.916
N 0.435 -3.342 -0.909
H -0.090 -2.809 2.191
H 1.026 -5.191 1.683
H 1.955 -3.904 2.487
H 3.121 -4.885 0.449
H 2.891 -3.132 0.404
H 1.234 -5.253 -1.054
H 2.220 -3.950 -1.759
H 0.193 -2.882 -1.773
C 3.751 1.663 -1.413
O 4.121 0.820 -0.350
C 3.564 -0.397 -0.244
S 4.073 -1.255 1.080
S 2.497 -0.979 -1.412
H 4.546 2.402 -1.497
H 2.800 2.162 -1.189
H 3.650 1.099 -2.346
C -3.859 1.496 2.877
C -4.402 2.279 1.688
C -4.877 1.345 0.587
O -3.463 3.233 1.229
P -2.111 3.049 0.341
S -2.498 2.684 -1.575
S -0.762 1.874 1.292
O -1.648 4.590 0.358
C -1.426 5.498 1.431
C -2.728 6.168 1.867
C -0.730 4.856 2.621
H -4.642 0.871 3.298
H -3.501 2.184 3.642
H -3.033 0.870 2.550
H -5.248 2.905 2.022
H -4.054 0.706 0.269
H -5.226 1.912 -0.274
H -5.685 0.726 0.972
H -0.763 6.252 0.978
H -3.396 5.420 2.284
H -3.220 6.642 1.021
H -2.515 6.922 2.624
H -1.374 4.105 3.073
H -0.490 5.611 3.364
H 0.185 4.365 2.300
```


The highest energy belongs to which entry?
C12H25FN2O5S


Which of these has the lowest energy?
C12H25N2O3PS5Tl


Which of these has the highest molecular weight?
C12H25N2O3PS5Tl